Here is 10 unconnected molecules or ions with the total composition C46H53F6N5O4 from OMol25. Energies are from ωB97M-V with the def2-TZVPD basis set.

Geometry as XYZ:
```
114
Properties=species:S:1:pos:R:3:forces:R:3
N 6.469 2.407 1.866 -0.156 0.832 -1.374
C 5.218 3.037 1.868 0.878 -0.294 -1.141
C 5.088 3.682 0.662 0.985 -0.406 -1.036
C 6.306 3.440 -0.156 -1.700 0.221 1.539
C 7.105 2.685 0.628 0.001 -0.887 1.569
H 6.847 1.793 2.573 -0.178 0.307 -0.181
H 4.474 2.896 2.638 0.305 0.051 0.098
H 4.217 4.192 0.276 -0.005 0.046 0.310
H 6.509 3.753 -1.169 -0.067 0.106 0.197
H 8.093 2.287 0.447 -0.081 0.011 0.018
N -1.353 1.823 0.735 -0.477 0.873 0.238
C -0.196 1.161 1.127 -0.580 -0.506 -0.989
C 0.666 1.176 0.041 -0.562 1.222 0.674
C 0.067 2.050 -0.874 -1.219 1.625 -1.846
C -1.222 2.482 -0.487 2.691 -2.495 1.146
H -2.254 1.819 1.191 0.470 -0.104 0.477
H -0.062 0.731 2.108 -0.390 -0.109 -0.139
H 1.667 0.807 -0.128 -0.104 -0.143 0.569
H 0.571 2.449 -1.742 -0.053 -0.241 -0.210
H -2.005 3.078 -0.930 0.213 -0.132 0.083
N 2.704 -0.883 5.769 0.348 -0.400 -0.850
C 2.805 0.203 6.561 -0.279 2.199 0.099
C 1.901 0.103 7.580 1.048 0.422 0.780
C 1.387 -1.202 7.553 -0.672 -0.221 -1.098
C 1.827 -1.713 6.347 -1.163 -1.949 1.205
H 3.010 -1.044 4.820 0.354 0.389 0.384
H 3.396 1.097 6.424 0.180 -0.330 -0.693
H 1.748 0.949 8.235 -0.066 -0.400 0.419
H 0.720 -1.717 8.228 -0.039 0.231 -0.080
H 1.541 -2.667 5.928 0.282 0.069 -0.188
N -2.239 -2.588 -4.141 -0.545 0.843 0.307
C -3.228 -2.161 -3.281 1.507 0.234 1.928
C -4.376 -2.801 -3.540 -1.268 -0.156 -1.569
C -4.143 -3.455 -4.789 -1.455 -1.614 -0.200
C -2.851 -3.361 -5.091 2.422 0.582 -0.577
H -1.264 -2.328 -4.087 -0.354 0.010 -0.151
H -3.033 -1.531 -2.426 0.340 -0.006 -0.113
H -5.325 -2.762 -3.025 0.210 0.227 0.051
H -4.761 -4.084 -5.413 -0.526 0.195 0.323
H -2.255 -3.670 -5.936 -0.299 -0.293 0.014
N 0.769 7.332 6.745 -0.728 -0.677 -0.448
C -0.486 7.191 7.309 1.199 -0.435 0.097
C -0.817 5.834 7.161 -2.543 1.994 1.126
C 0.129 5.194 6.423 2.714 0.310 -1.234
C 1.109 6.153 6.161 0.693 -0.577 -0.028
H 1.342 8.161 6.681 -0.394 -0.132 0.107
H -0.857 8.084 7.789 -0.604 -0.499 0.144
H -1.757 5.397 7.462 0.036 0.113 0.205
H 0.206 4.165 6.102 -0.248 0.095 0.099
H 2.066 6.086 5.665 -0.119 -0.205 -0.069
C -7.547 3.248 2.238 0.573 -1.658 -0.146
C -7.970 2.015 2.768 -0.480 0.688 -0.712
C -7.816 0.862 2.015 1.692 -0.051 0.089
C -7.115 0.874 0.790 -1.407 -0.545 0.855
C -6.732 2.083 0.243 0.145 -0.857 -0.015
C -6.818 3.191 1.036 -1.290 2.208 0.619
H -7.789 4.181 2.725 0.355 0.055 0.090
H -8.492 1.914 3.707 -0.057 0.337 0.122
H -8.062 -0.062 2.517 -0.201 -0.273 -0.350
H -6.982 -0.081 0.303 0.009 0.085 -0.379
H -6.460 2.173 -0.798 0.623 -0.104 0.067
H -6.476 4.144 0.658 0.064 0.114 -0.256
C -1.889 -8.500 1.358 -1.381 1.236 0.280
C -1.679 -7.644 0.249 -0.462 0.937 1.493
C -1.615 -6.239 0.484 -0.172 -0.800 0.243
C -1.851 -5.725 1.752 0.154 -0.855 0.225
C -2.195 -6.578 2.802 -1.049 -0.664 -0.076
C -2.313 -7.968 2.622 1.999 0.486 -1.778
H -1.963 -9.569 1.223 0.094 -0.090 -0.183
H -1.771 -8.018 -0.760 0.669 -0.153 -0.062
H -1.432 -5.492 -0.274 0.010 -0.356 -0.496
H -1.809 -4.663 1.943 0.010 0.089 -0.115
H -2.570 -6.129 3.710 0.267 -0.022 0.307
H -2.568 -8.666 3.405 -0.141 0.203 0.156
C 3.734 -2.180 -4.907 -1.761 -0.768 -3.038
C 3.049 -2.715 -6.065 0.152 -0.022 0.779
C 2.300 -1.932 -6.972 0.864 -1.489 1.176
C 2.323 -0.585 -6.812 0.736 2.529 0.712
C 3.065 0.022 -5.784 -0.159 -1.791 0.495
C 3.723 -0.817 -4.839 0.173 1.749 0.017
H 4.199 -2.789 -4.146 0.126 -0.125 -0.243
H 3.105 -3.771 -6.285 -0.120 -0.236 0.286
H 1.683 -2.384 -7.734 0.266 -0.183 -0.169
H 1.858 0.113 -7.492 -0.422 -0.242 -0.207
H 3.016 1.095 -5.671 0.317 0.014 0.055
H 4.319 -0.408 -4.037 -0.198 0.558 0.159
C -8.500 4.712 -4.588 -0.075 -0.005 -0.268
C -7.452 5.249 -5.599 -3.354 1.159 -0.899
O -6.262 4.595 -5.586 5.448 -0.835 -0.906
C -5.215 5.016 -6.461 -1.539 2.569 -1.583
O -5.303 5.880 -7.345 -0.344 -2.716 2.920
C -3.787 4.379 -6.229 0.261 0.750 0.243
F -3.771 3.106 -6.509 -0.528 -1.495 0.233
F -2.802 4.892 -7.001 -1.188 0.575 0.338
F -3.426 4.592 -4.954 -0.157 -0.193 -0.048
H -8.286 3.721 -4.189 0.395 0.199 0.160
H -9.460 4.579 -5.087 0.071 0.046 -0.340
H -8.741 5.431 -3.805 0.516 -0.185 0.258
H -7.377 6.330 -5.483 0.490 0.050 0.143
H -7.897 5.115 -6.585 0.006 0.072 -0.237
C 10.753 -4.297 0.927 -1.385 -1.501 -0.755
C 9.587 -5.095 0.214 1.800 1.148 -0.313
O 8.391 -4.824 0.953 -2.265 -0.883 -1.495
C 7.189 -5.190 0.356 0.770 -2.038 -3.503
O 6.987 -5.873 -0.705 1.435 3.296 5.048
C 6.021 -4.578 1.189 0.559 -0.169 -2.712
F 6.388 -4.533 2.434 -0.664 0.188 1.262
F 5.753 -3.327 0.718 0.285 -0.460 0.615
F 4.933 -5.305 0.956 -0.040 0.063 0.853
H 10.673 -4.601 1.971 0.323 0.665 0.145
H 10.631 -3.239 0.698 -0.041 -0.042 0.568
H 11.713 -4.621 0.526 -0.057 -0.074 0.012
H 9.803 -6.159 0.113 -0.252 -0.022 0.363
H 9.523 -4.683 -0.793 -0.473 -0.162 -0.088
```
Positions in Å, forces in eV/Å.

DFT total energy, eV: -80501.5272
ΔE to the lowest compared entry with this formula, charge and spin, kJ/mol: 238.90
Highest occupied orbital energy, eV: -8.0
E_LUMO, eV: 0.077
Multiplicity: 1
SMILES: CCOC(=O)C(F)(F)F.CCOC(=O)C(F)(F)F.c1cc[nH]c1.c1cc[nH]c1.c1cc[nH]c1.c1cc[nH]c1.c1cc[nH]c1.c1ccccc1.c1ccccc1.c1ccccc1